1.
Density functional theory data (ωB97M-V/def2-TZVPD) for a structure of composition C16H21N3O3SW.

ORCA input file:
```
! RIJCOSX wB97M-V def2-TZVPD def2/J DEFGRID3
* xyz 4 3
N -0.915 -4.155 1.931
C -1.735 -4.181 2.756
C -2.860 -4.183 3.663
H -3.235 -5.201 3.820
H -3.702 -3.557 3.326
H -2.504 -3.823 4.628
N -1.432 2.837 -2.770
C -2.246 3.654 -2.840
C -3.171 4.745 -3.024
H -4.130 4.330 -3.414
H -2.669 5.401 -3.772
H -3.298 5.250 -2.038
N 4.043 -1.211 0.764
C 4.541 -0.721 -0.161
C 5.322 -0.143 -1.236
H 5.398 0.946 -1.099
H 4.844 -0.338 -2.209
H 6.339 -0.570 -1.222
W -0.363 -0.573 -1.537
C 1.051 0.467 -0.481
O 1.887 0.962 0.199
C -1.730 -0.168 0.013
O -2.364 -0.051 0.970
C -1.523 -2.160 -2.224
C -0.263 -2.589 -1.784
C 0.917 -2.000 -2.296
C 0.834 -0.940 -3.236
C -0.434 -0.491 -3.638
C -1.601 -1.102 -3.152
H -2.426 -2.633 -1.885
H -0.198 -3.333 -1.009
H 1.876 -2.284 -1.920
H 1.737 -0.483 -3.669
H -0.526 0.330 -4.350
H -2.563 -0.809 -3.572
C 2.363 -0.587 3.245
S 1.047 -1.299 2.245
C 1.806 -2.893 1.938
O -0.126 -1.502 3.126
H 3.211 -0.503 2.549
H 2.601 -1.276 4.070
H 2.057 0.407 3.604
H 1.141 -3.678 2.320
H 1.894 -3.003 0.855
H 2.805 -2.844 2.378
*
```

Output
E_HOMO (alpha / beta) (eV): -21.69 / -21.67
Orbital gap (alpha / beta) (eV): 3.411 / 2.691



2.
Density functional theory data (ωB97M-V/def2-TZVPD) for an isolated molecule of C16H21N3O4.

ORCA input file:
```
! RIJCOSX wB97M-V def2-TZVPD def2/J DEFGRID3
* xyz 0 1
C -1.163 -2.914 1.628
C 0.225 -3.334 1.162
N 0.582 -2.728 -0.104
C 1.594 -1.853 -0.225
O 2.299 -1.512 0.704
C 1.811 -1.333 -1.646
C 0.981 -0.070 -1.927
C -0.500 -0.322 -1.654
O -1.148 -1.240 -2.098
N -0.914 0.665 -0.813
C -2.245 0.852 -0.357
C -2.738 2.137 -0.161
C -4.036 2.310 0.284
C -4.850 1.216 0.521
C -4.360 -0.061 0.310
C -3.061 -0.249 -0.126
C 0.159 1.529 -0.470
O 0.079 2.493 0.245
N 1.265 1.063 -1.091
C 2.503 1.809 -1.144
C 3.612 1.300 -0.190
O 3.848 2.162 0.892
C 2.893 2.060 1.927
H -1.214 -1.835 1.752
H -1.389 -3.383 2.581
H -1.916 -3.223 0.906
H 0.271 -4.423 1.056
H 0.983 -3.015 1.882
H -0.029 -2.902 -0.889
H 1.517 -2.093 -2.370
H 2.869 -1.102 -1.770
H 1.110 0.194 -2.988
H -2.108 2.992 -0.340
H -4.413 3.309 0.440
H -5.863 1.357 0.866
H -4.989 -0.921 0.487
H -2.687 -1.243 -0.302
H 2.858 1.789 -2.178
H 2.271 2.841 -0.869
H 3.361 0.297 0.177
H 4.561 1.260 -0.731
H 1.911 2.425 1.613
H 3.263 2.677 2.743
H 2.798 1.021 2.263
*
```

Output
Energy relative to the best compared isomer or geometry (same formula, charge and spin) (eV): 0.7582
Structure (SMILES): CCNC(=O)C[C@H]1C(=O)N(c2ccccc2)C(=O)N1CCOC
E_HOMO (eV): -9.03
Orbital gap (eV): 9.590



3.
Density functional theory data (ωB97M-V/def2-TZVPD) for a structure of composition C16H21N3O5S.

ORCA input file:
```
! RIJCOSX wB97M-V def2-TZVPD def2/J DEFGRID3
* xyz 0 1
C 4.939 2.649 1.108
N 4.665 1.404 0.390
C 3.407 0.981 0.238
C 2.056 1.304 0.643
C 0.938 0.356 0.210
C 1.032 -0.747 -0.267
C 2.237 -1.253 -0.563
C 3.382 -0.304 -0.546
O 4.673 -0.490 -0.789
C 5.454 0.503 -0.205
O 6.541 0.896 -0.244
H 2.304 -1.962 -1.363
S -0.327 -1.838 -0.795
O -1.422 -0.728 -1.062
O -0.005 -2.731 -1.706
N -0.753 -2.391 0.935
H -0.537 -1.822 1.590
C -2.063 -2.968 0.914
H -1.877 -3.795 1.238
H -2.358 -2.996 -0.092
C -3.085 -2.035 1.491
H -4.171 -2.226 1.466
H -2.907 -2.068 2.712
C -2.854 -0.501 1.496
O -1.821 0.181 1.565
N -3.653 0.107 0.610
H -4.403 -0.644 0.106
C -3.623 1.653 0.244
H -2.964 1.871 1.033
C -4.998 2.127 0.563
C -5.484 2.759 -0.939
C -4.733 1.772 -2.005
H -5.123 0.850 -1.960
H -4.671 2.122 -2.889
C -3.367 1.624 -1.207
H -2.745 2.827 -1.303
H -2.695 0.879 -1.757
H -5.236 3.719 -0.758
H -6.590 2.592 -1.002
H -5.848 1.567 0.998
H -4.881 2.913 1.360
H -0.224 0.891 0.898
H 1.782 2.224 1.231
H 4.556 2.499 2.104
H 4.301 3.553 0.453
H 6.126 2.677 0.923
*
```

Output
Energy relative to the best compared isomer or geometry (same formula, charge and spin) (eV): 16.7969
E_HOMO (eV): -8.66
Orbital gap (eV): 9.066



4.
Density functional theory data (ωB97M-V/def2-TZVPD) for an isolated molecule of C16H21N5OS.

ORCA input file:
```
! RIJCOSX wB97M-V def2-TZVPD def2/J DEFGRID3
* xyz 0 1
C -6.767 -0.166 0.732
C -5.443 -0.418 0.016
C -5.067 0.762 -0.882
C -3.714 0.522 -1.549
N -2.697 0.285 -0.543
C -1.721 1.200 -0.366
O -1.607 2.179 -1.076
C -0.731 0.955 0.765
S 0.292 -0.523 0.440
C 1.864 0.212 0.432
N 2.149 1.445 0.757
N 3.468 1.594 0.640
C 3.989 0.462 0.237
C 5.408 0.275 -0.001
C 6.315 1.028 0.746
C 7.668 0.859 0.510
N 8.153 0.018 -0.390
C 7.293 -0.678 -1.111
C 5.917 -0.592 -0.967
N 2.992 -0.475 0.089
C 3.064 -1.870 -0.241
C -2.984 -0.861 0.286
C -4.312 -0.658 1.019
H -7.030 -1.014 1.360
H -6.697 0.718 1.360
H -7.565 -0.012 0.010
H -5.547 -1.313 -0.609
H -5.828 0.909 -1.650
H -5.011 1.672 -0.282
H -3.408 1.390 -2.133
H -3.768 -0.354 -2.205
H -1.226 0.821 1.726
H -0.034 1.792 0.811
H 5.948 1.723 1.483
H 8.405 1.420 1.069
H 7.730 -1.341 -1.848
H 5.271 -1.162 -1.615
H 2.251 -2.392 0.264
H 4.019 -2.276 0.091
H 2.956 -2.020 -1.318
H -2.179 -1.045 0.995
H -3.060 -1.740 -0.366
H -4.527 -1.536 1.630
H -4.229 0.206 1.682
*
```

Output
Energy relative to the best compared isomer or geometry (same formula, charge and spin) (eV): 0.2284
Structure (SMILES): CC1CCN(C(=O)CSc2nnc(-c3ccncc3)n2C)CC1
E_HOMO (eV): -8.44
Orbital gap (eV): 8.847



5.
Density functional theory data (ωB97M-V/def2-TZVPD) for an isolated molecule of C16H21NO5.

ORCA input file:
```
! RIJCOSX wB97M-V def2-TZVPD def2/J DEFGRID3
* xyz 0 1
C -5.802 -1.035 -0.669
C -4.681 -1.136 0.349
O -3.627 -0.267 -0.056
C -2.579 -0.178 0.786
O -2.536 -0.803 1.822
C -1.555 0.738 0.292
C -1.568 1.407 -0.938
C -2.549 1.376 -2.050
N -0.464 2.156 -0.993
C 0.303 1.995 0.139
C 1.535 2.759 0.194
O 1.710 3.727 -0.522
C 2.600 2.346 1.207
O 2.850 0.946 1.252
C 2.876 0.298 0.076
O 2.672 0.834 -0.985
C 3.162 -1.136 0.270
C 2.428 -2.116 -0.620
C 3.878 -1.874 -0.841
C 4.898 -2.922 -0.487
C -0.366 1.110 0.975
C 0.009 0.690 2.352
H -6.171 -0.014 -0.719
H -6.617 -1.692 -0.380
H -5.444 -1.324 -1.653
H -4.294 -2.160 0.414
H -5.021 -0.842 1.348
H -2.699 0.356 -2.395
H -2.198 1.989 -2.878
H -3.514 1.748 -1.712
H -0.160 2.748 -1.753
H 3.524 2.878 0.952
H 2.284 2.621 2.216
H 3.361 -1.417 1.295
H 1.724 -1.696 -1.322
H 2.116 -3.046 -0.171
H 4.137 -1.263 -1.697
H 4.575 -3.499 0.376
H 5.857 -2.460 -0.257
H 5.040 -3.603 -1.324
H -0.763 0.042 2.755
H 0.114 1.562 2.997
H 0.956 0.154 2.355
*
```

Output
Energy relative to the best compared isomer or geometry (same formula, charge and spin) (eV): 1.3961
Structure (SMILES): CCOC(=O)c1c(C)[nH]c(C(=O)COC(=O)[C@H]2C[C@@H]2C)c1C
E_HOMO (eV): -8.38
Orbital gap (eV): 9.134



6.
Density functional theory data (ωB97M-V/def2-TZVPD) for a structure of composition C16H22Br2CrN4OS.

ORCA input file:
```
! RIJCOSX wB97M-V def2-TZVPD def2/J DEFGRID3
* xyz 3 2
Cr 0.399 -0.387 0.584
Br 0.457 -3.244 -5.392
C 0.405 -2.491 -3.705
C -0.511 -2.937 -2.753
C -0.505 -2.345 -1.511
N 0.345 -1.358 -1.180
C 1.231 -0.919 -2.103
C 1.288 -1.461 -3.367
C 2.113 0.171 -1.625
C 3.087 0.750 -2.404
C 3.879 1.772 -1.875
Br 5.192 2.562 -2.900
C 3.656 2.181 -0.559
C 2.668 1.558 0.160
N 1.895 0.568 -0.337
H -1.210 -3.729 -2.978
H -1.208 -2.659 -0.749
H 1.998 -1.111 -4.101
H 3.252 0.425 -3.420
H 4.244 2.968 -0.110
H 2.483 1.862 1.179
N 0.750 0.466 2.518
C 1.801 -0.339 3.210
C 1.427 -1.791 3.039
N 1.195 -2.026 1.578
H 0.999 1.452 2.553
H -0.102 0.409 3.077
H 1.884 -0.073 4.263
H 2.761 -0.128 2.734
H 0.498 -2.019 3.563
H 2.198 -2.457 3.424
H 0.647 -2.877 1.445
H 2.089 -2.233 1.126
O -1.334 0.212 0.534
S -2.266 1.208 1.372
C -3.868 0.342 1.394
C -4.850 1.260 0.664
C -4.070 1.898 -0.480
C -2.797 2.444 0.157
H -4.122 0.112 2.427
H -3.678 -0.581 0.843
H -5.234 2.023 1.343
H -5.702 0.675 0.319
H -4.622 2.708 -0.954
H -3.828 1.163 -1.249
H -2.983 3.342 0.753
H -1.953 2.633 -0.506
*
```

Output
Energy relative to the best compared isomer or geometry (same formula, charge and spin) (eV): 0.0432
E_HOMO (alpha / beta) (eV): -17.92 / -17.94
Orbital gap (alpha / beta) (eV): 6.846 / 7.290